C4H4S3 | ωB97M-V/def2-TZVPD

Positions of all 11 atoms, in Å:
S 0.7430 2.0631 0.0331
S 2.9288 -1.8136 -0.0159
S 2.5104 1.0677 -0.0253
C -0.3943 0.2984 0.0424
C -1.8581 0.4059 -0.0781
C 1.8894 -0.5770 -0.0528
C 0.4539 -0.7408 0.1245
H -1.9889 1.1638 -0.7034
H -2.0963 -0.6015 -0.4941
H 0.2777 -1.8142 0.2343
H -2.4656 0.5482 0.9352

Atomic forces in eV per Å
-2.51 -2.19 -0.14
0.57 -0.57 -0.30
-0.10 -0.75 -0.21
3.11 1.55 0.93
0.02 -3.81 4.25
0.18 0.85 1.09
0.15 0.58 -0.62
-1.47 3.08 -2.81
-0.56 0.96 0.08
-0.91 0.45 -0.15
1.52 -0.16 -2.10

Output
- SMILES = Cc1cc(=S)ss1
- multiplicity = 1
- relative energy (zero: lowest compared OMol25 entry of this formula, charge and spin) (kJ/mol) = 97.1

Atomic partial charges in e from the natural (NBO) method, atoms 1 to 4:
1. S 0.01
2. S -0.01
3. S 0.26
4. C 0.13